Record 1
64
Properties=species:S:1:pos:R:3 method="wB97M-V/def2-TZVPD" energy_ev=-105139.5105 s_squared=0.779 e_homo_ev="-4.31 / -4.29" multiplicity=2 total_charge=-1 homo_lumo_gap_ev="7.0 / 7.0" de_lowest_kcal_mol=8.8
Co -0.16929 -0.42958 -0.10782
S -0.99156 1.76958 2.73308
C -1.22781 2.23869 1.12945
N -1.04919 1.57138 -0.01483
C -1.45559 2.33435 -1.11957
C -1.49664 1.89485 -2.44479
C -1.87173 2.77542 -3.44788
C -2.23102 4.09375 -3.16072
C -2.24318 4.52791 -1.84503
C -1.86642 3.64562 -0.83889
S -1.82881 3.87849 0.87044
H -1.27227 0.86214 -2.66333
H -1.89885 2.42287 -4.47236
H -2.51960 4.76814 -3.95688
H -2.54676 5.53918 -1.60093
F -3.70040 -4.24269 0.97025
C -2.52964 -3.61410 1.25559
C -2.18759 -2.47697 0.55441
C -0.98974 -1.83662 0.85600
C -0.17280 -2.35570 1.87706
C -0.56394 -3.50975 2.53176
F 0.21981 -4.04073 3.51239
C -1.73752 -4.17304 2.24405
C 0.98462 -1.51364 2.21033
C 1.92173 -1.70520 3.22515
C 2.82959 -0.70125 3.49972
C 2.78492 0.48581 2.78339
C 1.85105 0.58996 1.77124
N 1.01322 -0.39351 1.46154
H -2.84468 -2.10846 -0.22280
H -2.02357 -5.06794 2.77602
H 1.90883 -2.61597 3.80107
H 3.55313 -0.83760 4.29465
H 3.44250 1.31505 3.00302
H 1.73865 1.49013 1.18333
C -0.67977 -3.00079 -3.11225
C -0.32235 -2.05829 -1.99325
O 0.71921 -2.23604 -1.33404
O -1.10365 -1.06807 -1.75922
H -0.35087 -4.00902 -2.86879
H -0.15086 -2.68692 -4.01678
H -1.74843 -2.98048 -3.31630
C 1.69659 0.20982 -2.96687
N 2.71848 0.70427 -3.89766
C 4.00777 0.16623 -3.46001
N 4.34316 0.55908 -2.08806
C 3.27199 0.09070 -1.19781
N 1.95491 0.62801 -1.57276
C 2.03225 2.10179 -1.54982
N 3.08110 2.61919 -2.43610
C 2.77307 2.16486 -3.79524
C 4.35776 2.02514 -2.03625
H 1.67721 -0.87689 -2.99554
H 0.72136 0.58987 -3.26667
H 4.79270 0.52826 -4.12864
H 3.97002 -0.92306 -3.51735
H 3.50917 0.39988 -0.18166
H 3.21698 -0.99923 -1.22816
H 2.24226 2.42751 -0.52942
H 1.07324 2.51622 -1.85046
H 3.54082 2.53938 -4.47643
H 1.80657 2.57662 -4.09170
H 4.59003 2.33672 -1.01560
H 5.14236 2.39455 -2.70074

---

Record 2
67
Properties=species:S:1:pos:R:3 method="wB97M-V/def2-TZVPD" energy_ev=-172191.9233 s_squared=0.766 e_homo_ev="-7.56 / -7.50" multiplicity=2 homo_lumo_gap_ev="6.9 / 6.8" de_lowest_kcal_mol=0.3
V 3.21508 -3.75861 -0.03572
C -0.71175 2.44559 2.44084
C -1.10384 1.02558 2.80437
N -0.42654 0.02186 1.95933
C 0.66993 -0.58047 2.41900
C 1.39930 -1.50879 1.71720
C 2.59704 -2.12344 2.38095
O 3.03231 -1.63085 3.40489
O 3.06887 -3.18913 1.81430
C 1.00246 -1.83924 0.41235
O 1.61677 -2.64666 -0.35402
C -0.19008 -1.19800 -0.09832
C -0.64887 -1.52696 -1.38457
C -1.78079 -0.93166 -1.84452
F -2.27552 -1.26882 -3.05467
C -2.48577 0.02965 -1.09445
C -2.03517 0.35585 0.16724
C -0.89330 -0.27268 0.68529
N -3.64575 0.63803 -1.59867
C -4.91782 0.48127 -0.93458
C -5.67287 1.79301 -0.96448
N -5.74746 2.32702 -2.37518
C -4.40331 2.38551 -3.05394
C -3.75068 1.01717 -2.98414
H -1.23031 3.13335 3.10775
H -0.99961 2.69755 1.41949
H 0.36415 2.59221 2.55053
H -2.18064 0.88786 2.72306
H -0.82247 0.79823 3.83078
H 0.99997 -0.31093 3.41435
H -0.11463 -2.26638 -1.96804
H -2.59902 1.10435 0.71469
H -4.75908 0.23619 0.11424
H -5.50710 -0.32984 -1.39500
H -5.13246 2.54827 -0.39936
H -6.69295 1.69996 -0.59538
H -6.12351 3.27406 -2.32091
H -6.39003 1.76598 -2.93536
H -3.82017 3.11126 -2.48841
H -4.57152 2.72077 -4.07655
H -2.76156 1.08771 -3.43172
H -4.32399 0.28596 -3.57649
I 3.88753 -6.13740 0.95173
I 9.40285 -3.11941 -0.27632
C 6.56144 -4.56534 -1.59327
As 6.81294 -3.09102 -0.38771
C 6.44863 -3.26428 1.49372
C 6.67116 -1.33758 -1.16284
O 4.59305 -3.04263 -0.46394
H 7.49903 -4.76955 -2.09953
H 5.76218 -4.29814 -2.28191
H 6.23498 -5.41678 -0.99704
H 5.78579 -2.45056 1.78029
H 7.38346 -3.24055 2.04270
H 5.91950 -4.20672 1.63373
H 7.31814 -1.30945 -2.03609
H 7.02942 -0.62103 -0.42659
H 5.63501 -1.15163 -1.42482
I 2.51346 -4.87640 -2.38474
C -2.60170 6.17457 1.86707
O -3.19726 4.93961 2.26532
C -3.68625 4.09680 1.34202
S -3.53688 4.48177 -0.30356
S -4.32328 2.67631 1.99427
H -2.31126 6.65762 2.79645
H -3.31635 6.78884 1.32158
H -1.73291 6.00120 1.23324

---

Record 3
76
Properties=species:S:1:pos:R:3 method="wB97M-V/def2-TZVPD" energy_ev=-200317.3374 s_squared=2.005 e_homo_ev="-5.47 / -5.57" multiplicity=3 total_charge=-1 homo_lumo_gap_ev="7.6 / 7.7"
Ni 0.22973 -0.05920 0.13533
C 0.21402 -0.90060 -3.63182
C -0.37772 -2.17664 -3.13899
C -0.12320 -3.37647 -3.78783
C -0.82291 -4.52359 -3.44791
C -1.80993 -4.44907 -2.48107
C -2.06032 -3.27095 -1.78419
C -3.17459 -3.23616 -0.77688
C -1.28214 -2.13032 -2.06535
N -1.36795 -0.96268 -1.28286
C -2.52355 -0.29502 -1.26298
O -3.53749 -0.49773 -1.93926
C -2.51379 0.84309 -0.27449
C -3.44625 1.86703 -0.31616
C -3.33467 2.90235 0.59928
C -2.29754 2.88722 1.52053
C -1.41424 1.82240 1.50132
N -1.55121 0.81898 0.63742
C -0.23131 1.74444 2.43484
O -0.13822 2.53043 3.38462
N 0.58150 0.74498 2.10761
C 1.77136 0.46757 2.78311
C 2.89893 1.28793 2.61776
C 2.75019 2.59080 1.88968
C 4.11533 0.88416 3.15205
C 4.22650 -0.29627 3.87135
C 3.09247 -1.05984 4.10398
C 1.85911 -0.68010 3.59082
C 0.60610 -1.42289 3.96757
H 1.02008 -1.07194 -4.34019
H -0.55460 -0.28213 -4.09906
H 0.59530 -0.32252 -2.79960
H 0.61662 -3.40224 -4.58000
H -0.62953 -5.45825 -3.96046
H -2.39323 -5.33481 -2.24909
H -3.53290 -4.24505 -0.56441
H -2.87316 -2.76178 0.15977
H -3.99606 -2.63723 -1.17005
H -4.22249 1.83228 -1.06723
H -4.04343 3.72087 0.58953
H -2.13266 3.67659 2.24032
H 2.32211 2.42707 0.90009
H 2.06328 3.23624 2.44039
H 3.70787 3.09863 1.78254
H 4.98943 1.50782 2.99717
H 5.18336 -0.59644 4.28140
H 3.15908 -1.95815 4.70919
H 0.84422 -2.41083 4.36531
H 0.07047 -0.86103 4.73710
H -0.05838 -1.51756 3.11412
F 5.39858 1.70949 -1.94700
C 4.72558 1.12920 -0.94938
F 5.41653 0.06564 -0.52377
F 4.62854 1.99382 0.05386
S 3.09006 0.51959 -1.59182
O 2.35846 0.12211 -0.40784
O 3.51099 -0.51253 -2.48332
N 2.53675 1.80569 -2.30006
S 1.08194 2.36275 -2.05241
O 0.45493 1.91423 -0.82809
O 0.27991 2.41956 -3.22836
C 1.50373 4.13834 -1.70008
F 2.50235 4.22411 -0.81823
F 1.87671 4.74931 -2.82671
F 0.44256 4.77261 -1.20401
Br 1.59228 -6.51825 -0.15030
C 1.26285 -4.71008 0.28484
C 2.30602 -3.80567 0.34691
C 1.99780 -2.48576 0.62573
N 0.74637 -2.04623 0.80076
C -0.22911 -2.95516 0.81196
C -0.02621 -4.29938 0.56504
H 3.33102 -4.10676 0.19134
H 2.78645 -1.75644 0.72129
H -1.21656 -2.58091 1.04475
H -0.84824 -4.99793 0.56970

---

Record 4
60
Properties=species:S:1:pos:R:3 method="wB97M-V/def2-TZVPD" energy_ev=-95038.1541 s_squared=15.871 e_homo_ev="-0.09 / -2.88" multiplicity=8 total_charge=-2 homo_lumo_gap_ev="4.2 / 3.8" de_lowest_kcal_mol=87.8
Eu 0.49994 -1.30867 0.24120
O -0.00346 1.37076 -0.01608
C 0.66694 2.40993 0.65661
C 0.70378 2.17971 2.16697
N 1.41830 0.97374 2.51480
C 0.85624 0.17471 3.58748
C -0.57923 -0.28536 3.25217
O -1.42791 -0.27154 4.14891
O -0.74271 -0.60480 2.03321
C 2.82266 0.96978 2.27252
C 3.28877 0.50954 0.81538
O 4.41745 0.87526 0.50675
O 2.43471 -0.15579 0.16030
H -0.95803 1.47122 0.14453
H 0.18072 3.37292 0.46280
H 1.68267 2.45744 0.25420
H -0.32278 2.09439 2.52808
H 1.17878 3.04916 2.64885
H 0.82099 0.73943 4.52712
H 1.46037 -0.72406 3.70464
H 3.31784 0.27704 2.95171
H 3.24998 1.97125 2.38548
N -3.64790 -0.61293 1.79797
C -3.08116 -0.04724 0.69306
S -3.27828 1.63284 0.41352
N -2.53342 -0.92072 -0.15430
N -1.69435 -0.64094 -1.11505
C -1.99064 -1.28350 -2.27546
C -1.21239 -1.19362 -3.44280
C -1.76999 -1.72482 -4.63521
C -1.12147 -1.64278 -5.83822
C 0.14107 -1.03866 -5.90451
C 0.73019 -0.53107 -4.75830
C 0.07647 -0.60118 -3.54538
O 0.72841 -0.15341 -2.40991
H -3.67372 0.02637 2.57613
H -3.19217 -1.48168 2.05030
H -2.91261 -1.85465 -2.33300
H -2.73833 -2.20848 -4.56918
H -1.57773 -2.05730 -6.72958
H 0.67988 -0.99493 -6.84314
H 1.73631 -0.13244 -4.78459
F 3.21952 4.72467 -2.78418
C 2.61234 3.50912 -2.71786
C 1.24786 3.44187 -2.92763
C 0.62847 2.20531 -2.84453
C 1.37866 1.07542 -2.56126
C 2.74469 1.15292 -2.38361
C 3.37119 2.39440 -2.44734
H 0.68455 4.34367 -3.13471
H -0.44495 2.11412 -2.96620
H 3.31568 0.25423 -2.20093
H 4.43758 2.47852 -2.27714
F -0.51377 -2.99285 -0.26273
Sb 2.30526 -2.85240 -1.64245
F 2.27290 -4.78036 -1.70076
F 1.07891 -3.15677 -3.13983
F 4.18781 -3.25991 -1.43457
F 3.10406 -1.77216 -3.07199
F 1.55047 -2.21092 1.80467

---

Record 5
23
Properties=species:S:1:pos:R:3 method="wB97M-V/def2-TZVPD" energy_ev=-9998.9152 e_homo_ev=-9.24 homo_lumo_gap_ev=8.8 de_lowest_kcal_mol=111.7
C -0.27039 0.50694 1.87113
C -1.02179 1.01408 0.63129
C -0.82894 -1.32497 -2.48906
C 1.12996 0.00418 -2.30170
C 1.13358 1.11124 1.93942
C -0.21539 -1.02272 1.87924
N 0.41646 -1.02590 -1.83794
O -0.43099 0.63730 -0.57713
H -0.84079 0.84404 2.74566
H -2.05508 0.63385 0.64146
H -1.09810 2.11289 0.66140
H -0.64361 -2.18439 -3.14559
H 0.85502 0.45850 -3.26013
H -1.24008 -0.49422 -3.07374
H -1.55597 -1.63262 -1.73912
H 0.59993 0.86180 -1.32464
H 2.20122 -0.06249 -2.12745
H 1.72605 0.79094 1.08081
H 0.30042 -1.38283 0.98727
H 1.64679 0.79583 2.84952
H 1.09367 2.20297 1.95068
H -1.21949 -1.45282 1.88089
H 0.31752 -1.39162 2.75773

---

Record 6
14
Properties=species:S:1:pos:R:3 method="wB97M-V/def2-TZVPD" energy_ev=-8371.4316 e_homo_ev=-9.56 smiles=C[C@@]1(O)C[C@H]1O homo_lumo_gap_ev=10.4 de_lowest_kcal_mol=42.7
C -0.60691 0.97562 -0.98002
C 0.07765 -0.25719 -0.41803
O 0.08097 -1.38819 -1.25078
C 1.24495 -0.09821 0.52705
C -0.07317 -0.58693 1.03909
O -0.76546 0.28135 1.88296
H 0.10205 1.76758 -1.24242
H -1.31176 1.39403 -0.25546
H -1.16333 0.69407 -1.87828
H 0.75445 -1.24983 -1.93115
H 2.05750 -0.81777 0.47100
H 1.52682 0.91619 0.79877
H -0.14262 -1.64748 1.28140
H -1.70511 0.06295 1.81861

---

Record 7
96
Properties=species:S:1:pos:R:3 method="wB97M-V/def2-TZVPD" energy_ev=-91757.6331 e_homo_ev=-5.10 total_charge=-1 homo_lumo_gap_ev=7.1
C 2.08092 1.69139 2.85765
C 2.30322 0.69861 2.22687
C 2.53563 -0.58350 1.44021
C 2.74737 -1.63030 2.57452
N 1.60118 -2.50319 2.87393
O 3.62766 -0.41026 0.60894
B 3.17399 0.67651 -0.35058
C 3.76312 0.40513 -1.84984
C 3.24225 1.52074 -2.77744
C 5.30317 0.45587 -1.77352
C 5.96848 -0.88561 -1.40976
O 1.65110 0.64525 -0.19228
C 1.31483 -0.58615 0.42529
C -0.06203 -0.54907 1.14872
C -1.06526 0.54171 0.71576
C -2.27073 0.08686 -0.15917
C -3.65906 0.30295 0.47032
C -4.43489 -0.99660 0.78984
O -3.96439 -2.14738 0.10365
C -4.29624 -2.17212 -1.28005
C 1.28664 -1.60296 -0.75447
I 0.32634 -0.65864 -2.37947
C 1.73067 -2.83286 -1.02116
C 1.53171 -3.60002 -2.31759
I 2.93678 -3.93816 0.29363
H 1.89506 2.69963 3.16619
H 3.65016 -2.19816 2.31335
H 2.98796 -1.08233 3.49055
H 1.94457 -3.41818 3.14189
H 1.04141 -2.66407 2.04553
H 3.58601 1.80563 -0.04002
H 3.48867 -0.58741 -2.23814
H 3.94522 2.36495 -2.78119
H 3.09540 1.17858 -3.81008
H 2.27528 1.91493 -2.43474
H 5.59671 1.22184 -1.04020
H 5.70560 0.79580 -2.74238
H 6.28158 -0.90391 -0.36041
H 6.88035 -1.04367 -2.00191
H 5.29338 -1.72879 -1.58329
H 0.14017 -0.42146 2.21526
H -0.52777 -1.54148 1.05572
H -1.49711 0.92490 1.65118
H -0.54020 1.38294 0.25944
H -2.23407 0.63367 -1.10582
H -2.12330 -0.96476 -0.40444
H -3.57219 0.88532 1.39620
H -4.27734 0.91471 -0.19848
H -4.39234 -1.23369 1.85662
H -5.49708 -0.85493 0.53492
H -4.48626 -3.21228 -1.57016
H -3.47330 -1.79148 -1.90150
H -5.20403 -1.59047 -1.48253
H 0.48467 -3.55685 -2.63448
H 2.17306 -3.18954 -3.10535
H 1.78787 -4.65239 -2.18090
C 1.41616 3.71549 0.23330
C 0.78904 4.81741 -0.59547
O -0.58032 4.74627 -0.21776
C -0.64115 4.21195 1.02764
O -1.60643 4.21870 1.72410
O 0.54386 3.69594 1.37905
F 0.88978 4.61278 -1.92861
H 1.36355 2.74825 -0.26372
H 2.44034 3.90921 0.53425
H 1.15675 5.82202 -0.37473
C -0.66914 4.60773 4.66049
C 0.31582 3.90389 5.57029
O 0.13047 4.58006 6.80310
C -1.13557 5.07947 6.82519
O -1.67720 5.49572 7.79398
O -1.67846 5.02395 5.59270
F 1.60061 4.05768 5.17006
H -0.20940 5.48833 4.20919
H -1.09226 3.97768 3.88555
H 0.12277 2.84000 5.71567
C -3.89743 -6.10860 0.85437
C -3.14299 -4.93453 1.44548
O -1.79369 -5.34268 1.28444
C -1.72680 -6.19134 0.22636
O -0.73436 -6.53565 -0.31550
O -2.97752 -6.59380 -0.12332
F -3.40827 -4.77599 2.76758
H -4.06505 -6.87787 1.61086
H -4.83782 -5.83242 0.38626
H -3.30984 -3.98878 0.93074
C -2.33932 1.66984 -5.93121
C -1.56891 0.38086 -6.14173
O -2.06247 -0.43081 -5.09690
C -3.32056 -0.01700 -4.78816
O -4.09905 -0.62446 -4.13548
O -3.55719 1.19386 -5.35227
F -0.23639 0.54476 -5.99846
H -1.81659 2.31116 -5.21980
H -2.54652 2.21558 -6.84680
H -1.75761 -0.11374 -7.09701

---

Record 8
9
Properties=species:S:1:pos:R:3 method="wB97M-V/def2-TZVPD" energy_ev=-12699.8111 e_homo_ev=-10.89 smiles="O=c1nnnc(O)o1" homo_lumo_gap_ev=9.5 de_lowest_kcal_mol=99.4
O 2.36896 -0.92417 0.19262
C 1.39859 -0.21756 -0.01969
N 1.41044 1.23291 -0.12765
N 0.29787 1.87731 -0.10663
N -0.90977 1.16732 0.37351
C -0.84810 -0.08326 0.12929
O -2.06370 -0.63412 -0.05382
O 0.24286 -0.88919 -0.05184
H -1.89714 -1.52924 -0.33580

---

Record 9
26
Properties=species:S:1:pos:R:3 method="wB97M-V/def2-TZVPD" energy_ev=-11058.8705 s_squared=0.750 e_homo_ev="-2.81 / -11.38" multiplicity=2 homo_lumo_gap_ev="3.4 / 11.8" de_lowest_kcal_mol=13.0
C -0.68946 0.30682 -0.75302
C 0.08638 -0.30705 0.39640
C 0.65054 0.77525 1.33757
C -0.44698 1.31173 2.27069
C -0.71126 0.37611 3.43315
N 0.29636 0.67430 -1.86990
H -1.30877 1.18531 -0.60385
H -1.33473 -0.42219 -1.22866
H -0.51176 -0.96986 1.02798
H 0.86760 -0.95182 -0.00718
H 1.48978 0.42965 1.95123
H 1.10990 1.58325 0.75698
H -0.07070 2.27205 2.61866
H -1.31769 1.53530 1.65262
H -0.65406 -0.66948 3.10817
H -1.69785 0.48772 3.87494
H 0.03484 0.49024 4.22012
H 0.08186 0.09427 -2.70452
H 0.19267 1.67566 -2.14534
H 1.27886 0.47791 -1.61515
H 2.97170 -0.29024 -3.31177
H 2.81190 -1.56162 -2.50121
O 2.41399 -0.68959 -2.63092
H -1.72530 -3.12638 -1.83956
H -2.32335 -2.23694 -2.94223
O -1.49446 -2.45040 -2.49520

---

Record 10
43
Properties=species:S:1:pos:R:3 method="wB97M-V/def2-TZVPD" energy_ev=-37344.1315 e_homo_ev=-9.15 homo_lumo_gap_ev=6.9
C 1.86670 5.12776 -0.66983
C 0.68192 4.20616 -0.86078
C -0.35974 4.57059 -1.65891
C -1.43288 3.71653 -1.79076
C -1.46389 2.51338 -1.14629
C -0.39839 2.15310 -0.35306
C -0.44463 0.76973 0.32329
N -0.92305 -0.23093 -0.66744
C -0.01575 -0.72722 -1.49213
N 0.53277 -2.06121 -1.45354
C 1.96546 -1.65059 -1.52684
C 1.87123 -0.78169 -2.81289
N 0.60174 -0.07746 -2.47846
C 0.67430 2.98962 -0.20137
H 2.73228 4.61204 -0.25308
H 2.17529 5.58795 -1.60908
H 1.58375 5.90859 0.04075
H -0.37247 5.52739 -2.16440
H -2.25590 4.01914 -2.42888
H -2.31194 1.85240 -1.25466
H 0.56229 0.52197 0.66069
H -1.11346 0.79469 1.18400
H -1.90182 -0.46307 -0.72072
H 0.26763 -2.50901 -2.33396
H 2.01346 -0.88166 -0.74810
H 2.69464 -2.44896 -1.46882
H 2.75445 -0.16292 -2.94797
H 1.68442 -1.46656 -3.64251
H 0.75948 0.92325 -2.32122
H 1.50410 2.69610 0.43237
B -1.07398 -3.46910 2.80640
O -1.31590 -4.47149 3.85257
C -1.53240 -5.65017 3.26642
O -1.76034 -6.67644 3.83327
C -1.43780 -5.45842 1.75841
O -1.57726 -6.30391 0.92418
O -1.16957 -4.17553 1.51634
O -2.06278 -2.36122 2.87788
C -1.40379 -1.23546 3.05845
O -1.90796 -0.14503 3.14422
C 0.08813 -1.53193 3.11162
O 0.96188 -0.71815 3.25115
O 0.25979 -2.83225 2.96373

---

Largest force on an atom / Eh/bohr: 0.0092; 0.0070; 0.0218; 0.0511; 0.0634; 0.0065; 0.0241; 0.0870; 0.0260; 0.0566